[1]
Below is a 4-piece molecular cluster, C29H57IN7O4P overall, with properties calculated with ωB97M-V/def2-TZVPD.

The geometry in ORCA input format:
```
! wB97M-V def2-TZVPD RIJCOSX def2/J DEFGRID3
* xyz 0 1
H -3.356 -0.416 2.012
N -2.383 -0.128 1.883
C -1.598 -1.099 2.137
C -0.085 -0.804 2.014
C 0.584 -1.415 0.780
C 0.989 -0.467 -0.250
C 1.621 -0.898 -1.390
C 1.982 0.185 -2.417
C 0.683 0.618 -3.197
C 0.573 0.181 -4.700
C 1.395 -1.061 -5.106
C -0.932 -0.211 -4.929
C 1.905 -2.300 -1.557
N 2.576 -2.674 -2.683
C 2.813 -3.969 -2.778
C 2.360 -4.895 -1.793
P 2.770 -6.700 -2.117
O 4.193 -6.923 -1.265
I 1.040 -8.068 -1.063
N 1.702 -4.603 -0.677
C 1.508 -3.256 -0.588
C 0.824 -2.761 0.587
C 0.367 -3.785 1.636
C -0.817 -4.620 1.043
N -2.025 -3.798 0.804
H -2.043 -2.048 2.458
H 0.033 0.291 1.988
H 0.392 -1.138 2.958
H 0.753 0.588 -0.074
H 2.843 -0.063 -3.050
H 2.284 1.067 -1.819
H -0.191 0.206 -2.669
H 0.668 1.723 -3.193
H 0.766 1.011 -5.407
H 2.482 -0.943 -4.971
H 1.257 -1.187 -6.202
H 1.012 -1.989 -4.654
H -1.628 0.624 -4.711
H -1.140 -0.987 -4.160
H -1.094 -0.701 -5.902
H 3.365 -4.316 -3.660
H 4.013 -7.517 -0.519
H -0.039 -3.294 2.534
H 1.185 -4.458 1.937
H -0.546 -5.085 0.078
H -1.098 -5.457 1.709
H -2.047 -3.490 -0.165
H -2.863 -4.361 0.927
C -2.326 3.269 -6.579
O -2.751 2.621 -5.393
C -3.022 3.491 -4.308
C -4.406 4.161 -4.352
C -4.502 5.304 -5.358
N -5.469 3.190 -4.635
H -1.719 4.153 -6.367
H -3.185 3.539 -7.197
H -1.723 2.560 -7.149
H -2.983 2.862 -3.414
H -2.221 4.235 -4.202
H -4.590 4.586 -3.360
H -4.594 4.949 -6.385
H -5.383 5.912 -5.153
H -3.627 5.955 -5.298
H -5.473 2.484 -3.903
H -5.195 2.673 -5.468
C -1.863 -2.423 6.055
O -0.694 -1.753 5.619
C -0.738 -0.340 5.757
C -0.421 0.168 7.174
C -1.568 -0.019 8.163
N 0.784 -0.466 7.721
H -2.767 -1.840 5.857
H -1.794 -2.664 7.118
H -1.931 -3.366 5.510
H 0.032 0.044 5.082
H -1.695 0.055 5.392
H -0.233 1.243 7.095
H -1.658 -1.049 8.507
H -1.405 0.598 9.047
H -2.521 0.280 7.721
H 1.572 -0.253 7.115
H 0.670 -1.473 7.623
C 2.723 3.114 3.906
O 2.656 4.184 2.981
C 3.645 4.158 1.966
C 3.330 3.218 0.791
C 3.545 1.744 1.111
N 1.957 3.399 0.303
H 3.754 2.805 4.100
H 2.134 2.263 3.553
H 2.280 3.454 4.843
H 3.689 5.179 1.577
H 4.632 3.944 2.395
H 4.016 3.477 -0.022
H 2.739 1.326 1.715
H 3.583 1.162 0.188
H 4.487 1.587 1.641
H 1.842 4.359 -0.011
H 1.337 3.333 1.108
*
```

Output
SMILES string: [H]/N=C/Cc1cc(CCC(C)C)c2ncc(P(O)I)nc2c1CCN.COC[C@@H](C)N.COC[C@@H](C)N.COC[C@@H](C)N
gap between HOMO and LUMO: 7.9388 eV
largest force on an atom: 2.57 eV/Å
total energy: -67006.0269 eV

***

[2]
Below is a 12-piece molecular cluster, C29H57N12O17 overall, with properties calculated with ωB97M-V/def2-TZVPD.

The geometry in ORCA input format:
```
! wB97M-V def2-TZVPD RIJCOSX def2/J DEFGRID3
* xyz 1 1
C -2.188 0.336 -1.217
C -0.858 -0.358 -0.973
C 0.256 0.674 -1.009
C 0.426 1.450 0.346
C 0.608 0.523 1.537
C -0.661 -0.458 1.717
N -0.952 -1.057 0.421
O -1.293 -2.286 0.304
C -1.784 0.362 2.324
C -0.205 -1.634 2.685
C -0.707 -1.540 -2.016
H -2.249 1.060 -0.286
H -2.717 -0.535 -1.165
H -2.233 0.673 -2.144
H 0.136 1.563 -1.716
H 1.228 0.122 -1.127
H -0.390 2.100 0.514
H 1.247 2.336 0.380
H 0.864 1.043 2.630
H 1.391 -0.063 1.320
H -1.670 0.651 3.374
H -2.724 -0.198 2.267
H -1.926 1.420 1.935
H -0.023 -1.386 3.723
H 0.751 -1.970 2.321
H -1.185 -2.178 2.969
H 0.196 -2.159 -1.743
H -0.783 -0.873 -3.041
H -1.630 -2.048 -2.071
N 1.941 4.050 -4.474
C 0.848 3.660 -3.620
C 1.262 4.261 -2.183
C 2.385 5.165 -2.476
C 2.630 5.116 -4.002
H 1.977 3.797 -5.380
H 0.185 2.793 -3.773
H 0.556 4.023 -1.356
H 2.809 5.912 -1.763
H 3.174 5.920 -4.595
N 3.420 0.461 -3.191
C 3.747 -0.822 -2.628
C 2.876 -1.808 -3.356
C 2.132 -1.073 -4.446
C 2.411 0.404 -4.245
H 3.926 1.212 -2.838
H 4.311 -0.717 -1.765
H 2.649 -2.780 -3.110
H 1.359 -1.384 -5.161
H 2.097 1.402 -4.752
N 1.923 5.900 4.844
C 2.567 5.054 5.772
C 2.943 3.695 5.049
C 2.165 3.866 3.727
C 1.644 5.365 3.643
H 1.661 6.838 5.151
H 2.895 5.500 6.844
H 3.518 2.775 5.441
H 1.923 3.164 2.952
H 1.083 5.825 2.904
C -6.380 -1.062 -3.921
N -5.374 -0.736 -2.935
O -5.700 -0.854 -1.735
O -4.321 -0.321 -3.280
H -6.737 -2.185 -3.895
H -6.048 -0.863 -5.019
H -7.335 -0.573 -3.636
C -1.599 -5.108 4.563
N -1.895 -4.866 3.160
O -2.972 -4.227 2.945
O -1.465 -5.695 2.333
H -0.696 -5.762 4.839
H -2.287 -5.729 4.964
H -1.292 -4.057 5.138
C 3.253 -4.529 -0.031
N 2.222 -3.459 -0.029
O 1.079 -3.882 -0.131
O 2.576 -2.288 0.221
H 4.066 -4.365 0.745
H 3.669 -4.459 -0.757
H 2.636 -5.437 0.038
C -4.494 -4.088 -0.853
N -3.515 -4.857 -1.710
O -3.042 -4.264 -2.721
O -3.218 -5.945 -1.426
H -4.019 -3.010 -0.809
H -4.748 -4.416 0.092
H -5.341 -3.999 -1.354
C 2.901 -4.586 6.390
N 2.362 -4.186 5.028
O 3.073 -4.452 4.115
O 1.513 -3.297 4.990
H 2.139 -4.426 7.122
H 3.671 -3.876 6.750
H 3.082 -5.590 6.220
C 5.422 -0.694 3.044
N 4.195 0.157 3.046
O 3.946 1.012 2.196
O 3.452 -0.227 3.947
H 6.206 -0.275 3.465
H 5.873 -0.804 2.066
H 5.251 -1.724 3.307
C -3.906 1.773 -6.059
N -2.873 0.758 -5.656
O -2.784 -0.278 -6.310
O -2.076 1.071 -4.790
H -3.671 2.363 -7.126
H -4.022 2.618 -5.599
H -4.922 1.285 -6.085
C -2.563 6.368 -0.874
N -1.747 5.252 -0.439
O -0.932 5.515 0.407
O -2.197 4.102 -0.512
H -3.009 7.008 -0.066
H -3.404 5.947 -1.271
H -1.966 7.030 -1.589
*
```

Output
gap between HOMO and LUMO: 4.3535 eV
ΔE to the lowest compared entry with this formula, charge and spin: 55.6 kcal per mole
largest force on an atom: 18.31 eV/Å
total energy: -83638.0349 eV

***

[3]
Below is a 6-piece molecular cluster, C29H57N3O11P overall, with properties calculated with ωB97M-V/def2-TZVPD.

The geometry in ORCA input format:
```
! wB97M-V def2-TZVPD RIJCOSX def2/J DEFGRID3
* xyz -1 1
C 0.998 -3.465 4.678
C 0.692 -2.097 3.953
O 0.925 -1.044 4.525
N 0.176 -2.215 2.625
C -1.016 -1.376 2.402
P 1.451 -2.011 1.348
C 2.815 -1.827 -0.014
N 2.913 -0.394 -0.447
C 1.059 -3.826 0.789
C -0.184 -4.068 0.039
C -0.662 -5.369 -0.422
C 0.261 -6.479 -0.043
C 1.460 -6.094 0.672
N 1.883 -4.875 1.098
H 1.310 -3.303 5.737
H 1.805 -4.008 4.106
H 0.095 -4.134 4.616
H -1.736 -1.996 1.783
H -0.829 -0.438 1.813
H -1.539 -1.206 3.382
H 0.493 -1.486 0.384
H 1.712 -0.640 1.802
H 2.463 -2.455 2.290
H 2.585 -2.468 -0.913
H 3.821 -2.076 0.435
H 2.002 -0.079 -0.806
H 3.108 0.192 0.371
H -0.825 -3.177 -0.183
H -1.619 -5.528 -0.960
H 0.032 -7.536 -0.318
H 2.152 -6.948 0.918
O -4.644 -2.185 -0.331
C -5.286 -1.638 0.525
O -5.384 -0.294 0.537
C -6.240 0.444 1.411
C -5.590 0.637 2.766
C -5.912 -2.432 1.641
H -7.228 -0.019 1.479
H -6.389 1.418 0.939
H -5.401 -0.315 3.262
H -6.224 1.242 3.417
H -4.622 1.132 2.656
H -5.147 -2.666 2.381
H -6.308 -3.358 1.224
H -6.746 -1.931 2.129
O -5.986 2.250 6.501
C -4.836 2.592 6.362
O -3.936 1.715 5.887
C -2.585 2.053 5.534
C -1.684 2.059 6.751
C -4.380 3.960 6.793
H -2.553 2.994 4.980
H -2.248 1.277 4.844
H -1.998 2.806 7.482
H -0.652 2.270 6.464
H -1.719 1.091 7.254
H -4.237 3.964 7.876
H -5.154 4.678 6.529
H -3.471 4.297 6.308
O 2.515 -3.491 -3.443
C 3.335 -2.799 -3.988
O 4.375 -2.314 -3.287
C 5.481 -1.619 -3.866
C 5.155 -0.155 -4.077
C 3.170 -2.392 -5.430
H 5.817 -2.112 -4.782
H 6.301 -1.704 -3.151
H 4.322 -0.023 -4.768
H 6.020 0.379 -4.475
H 4.858 0.305 -3.131
H 2.457 -1.570 -5.487
H 2.783 -3.246 -5.986
H 4.095 -2.101 -5.917
O -4.153 4.747 4.203
C -4.169 4.706 2.998
O -3.143 5.216 2.299
C -2.986 5.075 0.880
C -3.796 6.115 0.133
C -5.365 4.162 2.267
H -3.215 4.055 0.564
H -1.926 5.230 0.676
H -4.864 6.012 0.327
H -3.632 6.029 -0.943
H -3.512 7.119 0.454
H -6.144 4.924 2.236
H -5.730 3.293 2.812
H -5.150 3.825 1.255
O 5.012 -0.664 -7.458
C 5.838 0.028 -7.993
O 6.875 0.504 -7.278
C 7.990 1.200 -7.844
C 7.675 2.667 -8.050
C 5.683 0.441 -9.433
H 8.331 0.709 -8.759
H 8.803 1.105 -7.123
H 6.849 2.809 -8.748
H 8.547 3.198 -8.437
H 7.373 3.126 -7.107
H 4.973 1.266 -9.491
H 5.297 -0.409 -9.995
H 6.614 0.733 -9.915
*
```

Output
gap between HOMO and LUMO: 5.4244 eV
largest force on an atom: 4.06 eV/Å
total energy: -67276.3963 eV

***

[4]
Below is C29H58ClN5S as an isolated structure, with properties calculated with ωB97M-V/def2-TZVPD.

The geometry in ORCA input format:
```
! wB97M-V def2-TZVPD RIJCOSX def2/J DEFGRID3
* xyz 0 1
C 3.428 0.805 -0.781
C 2.070 0.667 -1.505
C 2.082 1.153 -2.957
C 0.971 2.197 -3.267
C 1.341 3.500 -2.541
C -0.390 1.613 -2.893
C -0.727 0.379 -3.349
C -1.943 -0.272 -3.016
Cl -2.193 -1.860 -3.649
C -2.884 0.288 -2.226
C -2.620 1.591 -1.736
N -3.393 2.316 -0.946
S -2.641 3.701 -0.674
N -1.312 3.479 -1.560
C -1.387 2.266 -2.082
H 3.656 -0.099 -0.226
H 4.229 1.065 -1.464
H 3.359 1.601 -0.044
H 1.766 -0.376 -1.485
H 1.339 1.206 -0.911
H 3.024 1.642 -3.183
H 1.990 0.325 -3.653
H 0.984 2.390 -4.337
H 1.123 3.424 -1.484
H 2.411 3.651 -2.650
H 0.848 4.364 -2.964
H -0.054 -0.164 -3.990
H -3.796 -0.219 -1.955
C 2.095 1.142 3.889
C 0.721 1.267 3.249
N 0.671 0.740 1.900
C -0.536 1.104 1.179
C -1.873 0.555 1.695
C 1.115 -0.634 1.742
C 0.398 -1.724 2.551
H 2.862 1.606 3.266
H 2.099 1.644 4.857
H 2.374 0.101 4.063
H 0.464 2.329 3.201
H -0.022 0.799 3.915
H -0.415 0.816 0.131
H -0.592 2.199 1.176
H -1.996 -0.501 1.459
H -2.699 1.085 1.220
H -1.979 0.684 2.772
H 2.180 -0.674 1.987
H 1.065 -0.885 0.678
H 0.242 -1.428 3.589
H 1.005 -2.632 2.559
H -0.567 -1.987 2.122
C -7.684 -3.335 -9.124
C -7.272 -2.889 -7.729
N -6.212 -3.699 -7.159
C -6.009 -3.469 -5.740
C -5.520 -2.085 -5.295
C -5.007 -3.815 -7.962
C -4.271 -2.524 -8.348
H -7.956 -4.392 -9.130
H -8.549 -2.759 -9.453
H -6.892 -3.178 -9.857
H -8.143 -2.977 -7.074
H -7.016 -1.818 -7.762
H -5.315 -4.227 -5.366
H -6.960 -3.674 -5.237
H -4.466 -1.934 -5.519
H -5.632 -1.988 -4.213
H -6.091 -1.279 -5.755
H -5.264 -4.348 -8.881
H -4.315 -4.479 -7.439
H -4.956 -1.747 -8.691
H -3.577 -2.729 -9.166
H -3.684 -2.123 -7.524
C 3.376 2.076 9.039
C 3.860 1.386 7.772
N 5.261 1.625 7.484
C 5.657 1.197 6.153
C 5.585 -0.301 5.830
C 6.185 1.299 8.557
C 6.186 -0.138 9.099
H 3.582 3.146 9.003
H 2.299 1.940 9.141
H 3.841 1.664 9.936
H 3.273 1.773 6.936
H 3.625 0.312 7.844
H 6.673 1.552 5.962
H 5.027 1.728 5.432
H 6.392 -0.860 6.301
H 5.681 -0.448 4.752
H 4.635 -0.742 6.135
H 5.984 1.975 9.391
H 7.193 1.558 8.225
H 5.176 -0.518 9.257
H 6.697 -0.164 10.064
H 6.711 -0.827 8.440
*
```

Output
gap between HOMO and LUMO: 7.4072 eV
largest force on an atom: 0.90 eV/Å
total energy: -61821.2968 eV

***

Which formula does entry 3 have?
C29H57N3O11P